Entry 1:
# C39H50BN3O4PPt

A molecular structure, C39H50BN3O4PPt at a distorted geometry (wB97M-V/def2-TZVPD, the OMol25 dataset).

Geometry as ORCA input:
```
! wB97M-V def2-TZVPD RIJCOSX def2/J DEFGRID3
* xyz -1 3
Pt 0.66213 -0.20523 -1.24292
C 0.95830 -3.72718 -3.56794
P 0.71168 -2.32089 -2.41076
C -1.09933 -2.32052 -2.17946
C -1.95373 -2.43674 -3.28884
C -3.34372 -2.40366 -3.13940
C -3.90554 -2.24142 -1.87755
C -3.07761 -2.09850 -0.76787
C -1.68752 -2.12604 -0.92044
C 1.36805 -3.02938 -0.86764
C 0.92218 -4.24469 -0.32889
C 1.47603 -4.75010 0.85072
C 2.48687 -4.04964 1.50472
C 2.94282 -2.84270 0.98186
C 2.38690 -2.33627 -0.19574
H 0.40921 -4.62336 -3.26419
H 2.02064 -3.98469 -3.62775
H 0.63382 -3.45783 -4.57753
H -1.55059 -2.53947 -4.29331
H -3.98439 -2.49528 -4.01281
H -4.98537 -2.21275 -1.76005
H -3.50984 -1.95595 0.21894
H -1.07192 -1.98693 -0.03397
H 0.13066 -4.80966 -0.81620
H 1.11638 -5.69144 1.25767
H 2.91895 -4.44396 2.42060
H 3.73259 -2.29312 1.48744
H 2.76150 -1.39190 -0.58606
O 1.21251 1.66897 -1.33963
O 1.86188 2.09459 -2.35983
O 2.73455 0.82096 -4.66665
N 2.15739 -0.24857 -4.11198
O 1.61796 0.05807 -2.92885
C 0.20182 0.22432 5.21671
C 0.46056 -0.96008 4.28050
C -0.79490 -1.32913 3.48108
C 1.70723 -0.79952 3.39061
C 2.78865 -1.64888 3.70226
C 3.95502 -1.64654 2.95279
C 4.08434 -0.80028 1.86431
C 3.04614 0.07405 1.49851
C 3.26270 0.99456 0.29490
C 3.40299 0.17804 -0.99670
C 4.47957 1.90698 0.50187
C 1.83834 0.08355 2.26438
N 0.76060 0.91713 1.85156
B -0.02585 0.79547 0.57450
N -0.96291 1.96863 0.55269
C -0.66654 2.72586 1.71006
C 0.34789 2.13105 2.44587
C -1.93774 2.28425 -0.43860
C -3.31884 2.34288 -0.08434
C -4.26654 2.64760 -1.07956
C -3.87780 2.88090 -2.39140
C -2.53679 2.82264 -2.74517
C -1.54449 2.53250 -1.78944
C -0.08051 2.54157 -2.23355
C 0.31858 3.91727 -2.78680
C 0.19143 1.43702 -3.26152
C -3.81521 2.03886 1.33022
C -4.74681 0.81819 1.33229
C -4.51167 3.25914 1.94494
H -0.60964 -0.03565 5.93004
H -0.13281 1.12311 4.68812
H 1.11592 0.45311 5.80515
H 0.63835 -1.81479 4.97116
H -1.12162 -0.50216 2.82388
H -1.63332 -1.55230 4.17536
H -0.60308 -2.23322 2.86552
H 2.73422 -2.33705 4.53684
H 4.76649 -2.31292 3.21653
H 5.00897 -0.83131 1.30378
H 2.40520 1.67581 0.15637
H 4.28371 -0.49640 -0.95657
H 3.51953 0.85787 -1.86801
H 2.48959 -0.43432 -1.15696
H 5.41896 1.32404 0.59646
H 4.34185 2.51793 1.41935
H 4.58810 2.59676 -0.36243
H -1.14391 3.66325 1.96369
H 0.77638 2.55265 3.34447
H -5.32182 2.69418 -0.84549
H -4.62370 3.10943 -3.14200
H -2.27386 3.01867 -3.77611
H 0.59525 2.36505 -1.38071
H -0.26595 4.18172 -3.69225
H 1.39632 3.92116 -3.05724
H 0.15301 4.69757 -2.01316
H -0.41277 1.58255 -4.18147
H -0.05303 0.44594 -2.82339
H 1.26598 1.43592 -3.54390
H -2.97672 1.77288 1.99889
H -5.65879 0.99693 0.72544
H -5.06256 0.58030 2.37073
H -4.21200 -0.06562 0.92248
H -5.40784 3.55254 1.35912
H -3.80840 4.11809 1.97924
H -4.83323 3.03092 2.98367
H -0.15544 -1.36536 -0.27524
*
```

- E (a.u.) = -2466.0116

Entry 2:
# H13NO5

6 unconnected molecules or ions with the total composition H13NO5 (wB97M-V/def2-TZVPD, the OMol25 dataset).

Geometry as ORCA input:
```
! wB97M-V def2-TZVPD RIJCOSX def2/J DEFGRID3
* xyz 0 1
N -2.90248 1.34535 2.37502
H -1.89308 1.32687 2.45316
H -3.24780 0.42774 2.59701
H -3.22637 2.04770 3.02084
O 0.03013 -2.90145 1.08461
H -0.32929 -2.20110 0.53003
H 0.65118 -3.31802 0.47069
O 0.35312 -2.29935 -2.08108
H 0.19522 -2.83493 -2.86315
H -0.42132 -1.71878 -2.00989
O -0.92397 0.70464 -2.08257
H -1.17365 0.72647 -1.15429
H -0.09321 1.17846 -2.17339
O 2.21245 3.00184 1.04541
H 1.96400 2.09518 0.81123
H 3.16933 2.89066 1.11928
O 1.65449 0.14025 -0.90819
H 2.60715 0.01484 -0.80946
H 1.37410 -0.62636 -1.42528
*
```

- SMILES = N.O.O.O.O.O
- E (a.u.) = -438.7403

Entry 3:
# C4H10N3

2 unconnected molecules or ions with the total composition C4H10N3 at a distorted geometry (wB97M-V/def2-TZVPD, the OMol25 dataset).

Geometry as ORCA input:
```
! wB97M-V def2-TZVPD RIJCOSX def2/J DEFGRID3
* xyz 1 1
C 4.40057 0.27342 -0.33358
C 3.87033 0.27696 0.73364
C -2.22491 -0.19331 0.49314
C 0.16163 -0.28728 -0.15468
N -2.78398 1.01738 0.13588
N 1.28130 -0.53939 -0.73258
N -1.07066 -0.75461 -0.34206
H 4.71171 0.37028 -1.35538
H -1.78641 -0.31222 1.45020
H 3.61179 0.36624 1.77545
H -2.94390 -1.08142 0.37111
H 0.24189 0.52576 0.59770
H -1.98683 1.70620 0.08846
H -3.54562 1.12470 -0.60481
H 2.24812 -0.32678 -0.25577
H 1.35322 -1.20762 -1.55193
H -1.37308 -1.39505 -1.02933
*
```

- E (a.u.) = -322.3404

Entry 4:
# C66H142F9N17O28

16 unconnected molecules or ions with the total composition C66H142F9N17O28 at a distorted geometry (wB97M-V/def2-TZVPD, the OMol25 dataset).

Geometry as ORCA input:
```
! wB97M-V def2-TZVPD RIJCOSX def2/J DEFGRID3
* xyz 2 1
C 5.77319 -1.92961 -4.75082
O 4.49797 -2.03670 -4.13935
C 3.83499 -0.78479 -4.18208
C 3.41566 -0.32408 -5.55855
N 2.73767 -1.50748 -6.16735
H 3.47777 -2.23161 -6.12086
H 1.19449 -1.77773 -5.15755
C 2.49705 -1.24863 -7.59946
C 1.88428 -2.39596 -8.34164
O 2.75921 -3.49796 -8.16561
C 2.44285 -4.63520 -8.95359
H 6.00852 -0.92512 -5.14147
H 5.85861 -2.48148 -5.69793
H 6.54386 -2.19053 -4.02947
H 4.50297 -0.00896 -3.67257
H 2.89027 -0.92851 -3.60647
H 4.22818 -0.12892 -6.19613
H 2.80831 0.54986 -5.43750
H 3.37626 -0.90495 -8.23554
H 1.75728 -0.46903 -7.55872
H 1.74397 -2.18095 -9.43635
H 0.92984 -2.57739 -7.85279
H 3.37241 -5.07120 -9.20908
H 2.00289 -4.45646 -9.89054
H 1.84437 -5.31197 -8.32393
C 1.14656 1.91424 -2.54987
O 1.97988 2.98424 -3.06069
C 3.33122 2.84163 -2.58809
C 4.16383 3.86807 -3.25425
N 3.76112 5.23476 -2.64974
H 3.77671 5.95259 -3.35961
H 2.71774 5.16453 -2.51190
C 4.40017 5.63623 -1.33087
C 3.46638 5.51117 -0.19423
O 2.22287 6.12163 -0.50967
C 1.18794 5.45182 0.22285
H 0.96760 2.20977 -1.49965
H 1.67285 0.93045 -2.73212
H 0.22605 1.87637 -3.15218
H 3.60222 1.86395 -2.87267
H 3.44442 2.89495 -1.48566
H 4.04156 3.91039 -4.27585
H 5.22341 3.70146 -3.04653
H 4.75825 6.64625 -1.46273
H 5.27753 4.99536 -1.10950
H 3.82398 6.10647 0.59801
H 3.23941 4.48402 0.12318
H 1.20817 5.67273 1.32846
H 1.18278 4.35006 0.10463
H 0.25762 5.80142 -0.21470
C 9.13718 4.49346 3.41571
O 7.96569 3.64568 3.29694
C 6.98616 3.97362 2.28621
C 5.85213 2.95892 2.44756
N 6.36759 1.61155 2.07982
H 6.59619 1.52541 1.01716
H 7.19624 1.48542 2.61874
C 5.39442 0.55603 2.42796
C 6.01135 -0.80624 2.22512
O 7.05233 -0.93195 3.13230
C 8.02062 -1.90595 2.79643
H 9.78798 4.21268 4.25372
H 8.77385 5.49752 3.51083
H 9.87836 4.38134 2.61220
H 7.47533 3.97242 1.28796
H 6.58966 4.96097 2.49563
H 4.97256 3.03367 1.73866
H 5.56695 2.87913 3.53491
H 4.54624 0.79453 1.85206
H 5.13679 0.61229 3.47196
H 6.29647 -0.85384 1.14841
H 5.20045 -1.52137 2.48358
H 8.86162 -1.81421 3.50336
H 8.36761 -1.61329 1.76773
H 7.40376 -2.86338 2.79665
C -9.14067 2.69710 2.71746
O -8.06340 2.02564 3.32116
C -6.95366 1.69213 2.38864
C -5.82203 1.22194 3.32002
N -6.36137 -0.01381 3.91363
H -7.36388 0.12014 3.73928
H -5.20975 -1.02976 3.11990
C -6.28186 -0.20059 5.38411
C -6.63757 -1.64126 5.79587
O -7.99314 -1.88737 5.43651
C -8.24544 -3.24934 5.19321
H -9.47334 2.29577 1.75828
H -8.78995 3.73498 2.53318
H -9.99931 2.81268 3.47366
H -6.68411 2.61022 1.84581
H -7.19325 0.74679 1.79595
H -5.73517 2.06126 4.08241
H -4.87448 1.15952 2.74058
H -6.91184 0.56594 5.80622
H -5.31288 0.01858 5.85646
H -6.52265 -1.61058 6.86019
H -5.98054 -2.41949 5.37991
H -8.99818 -3.18379 4.40961
H -8.65481 -3.77216 6.11838
H -7.38968 -3.73436 4.79273
C -8.47975 8.72010 -3.06521
O -7.99109 7.44480 -2.82902
C -6.77909 7.18368 -3.46048
C -6.63649 5.64927 -3.28167
N -6.99848 5.21368 -1.94389
H -8.00759 5.20396 -1.84914
H -6.54401 3.49210 -1.49456
C -6.41859 6.07999 -0.92436
C -4.99000 5.83761 -0.62805
O -4.18875 6.13079 -1.76237
C -2.89230 5.47676 -1.70386
H -9.35352 8.89202 -2.41448
H -8.77061 8.92224 -4.11094
H -7.80282 9.48523 -2.71550
H -5.98635 7.86194 -3.07498
H -7.00597 7.39783 -4.53685
H -5.58658 5.39809 -3.43649
H -7.19198 5.15092 -4.09418
H -6.97095 5.88721 -0.00735
H -6.56803 7.13404 -1.18051
H -4.85160 4.81718 -0.29264
H -4.69474 6.46060 0.20172
H -2.25546 5.72906 -2.57311
H -3.05490 4.42458 -1.78463
H -2.32762 5.74897 -0.82931
C -1.54925 -5.54881 -0.11350
C -0.16234 -6.08155 0.44349
N 0.75050 -6.15758 -0.75488
C 0.66228 -5.36409 -1.96439
C 1.85377 -5.59809 -2.62664
N 2.57601 -6.47246 -1.94170
C 1.94869 -6.75001 -0.78795
C 3.91124 -6.76045 -2.27283
H -1.85141 -6.11462 -0.96504
H -1.55036 -4.51768 -0.44022
H -2.26584 -5.69980 0.74444
H -0.14887 -7.10949 0.98122
H 0.36540 -5.35137 1.05592
H -0.22300 -4.81874 -2.12862
H 2.16521 -5.24382 -3.59178
H 2.25555 -7.34847 0.01648
H 4.49229 -5.86499 -1.99398
H 4.25869 -7.00386 -3.29236
H 4.28641 -7.43633 -1.50851
C -1.68290 2.68365 1.38950
C -1.75245 1.57376 2.41114
N -0.99371 2.00132 3.61908
C -1.41240 2.95602 4.47913
C -0.35952 3.13626 5.34007
N 0.65607 2.35857 4.93939
C 0.22699 1.62979 3.92593
C 1.99775 2.12845 5.47525
H -0.65446 2.89714 1.09152
H -2.11445 3.61486 1.79398
H -2.25765 2.42083 0.51989
H -1.27185 0.70299 2.05449
H -2.72765 1.25627 2.83407
H -2.34451 3.41723 4.40837
H -0.31949 3.80950 6.20661
H 0.76511 0.87887 3.35753
H 1.90008 2.23288 6.61640
H 2.67405 2.90945 5.24027
H 2.23868 1.10787 5.28627
C 4.13825 -2.85752 -0.24097
C 3.47930 -1.90371 0.67158
N 2.05806 -1.79960 0.47071
C 1.00162 -2.34483 1.22397
C -0.13530 -1.76680 0.83086
N 0.16131 -0.94310 -0.27244
C 1.52267 -0.95599 -0.40109
C -0.86403 -0.49028 -1.22209
H 4.15486 -2.53017 -1.30385
H 3.72930 -3.84536 -0.25590
H 5.22537 -2.93536 -0.02737
H 3.82935 -0.86817 0.50815
H 3.70027 -2.09829 1.71062
H 1.26712 -2.88545 2.06372
H -1.13419 -1.89931 1.14880
H 2.15656 -0.45157 -1.10969
H -1.53383 0.21065 -0.72241
H -1.44445 -1.35068 -1.58885
H -0.31778 0.06217 -2.03168
C 6.68619 -5.86730 3.41699
C 5.56808 -4.86342 3.78389
N 4.48808 -5.53075 4.46299
C 4.21421 -6.95196 4.59376
C 2.99957 -7.01231 5.20505
N 2.44589 -5.79193 5.32150
C 3.42930 -4.92661 4.92824
C 1.00849 -5.53419 5.41307
H 6.31704 -6.85212 3.05802
H 7.40730 -5.97041 4.21366
H 7.20266 -5.54512 2.46714
H 5.09596 -4.46309 2.88264
H 5.91252 -4.13599 4.51072
H 4.98372 -7.71733 4.49693
H 2.37712 -7.89280 5.58559
H 3.31152 -3.81679 4.91775
H 0.56699 -6.25561 6.15827
H 0.63042 -5.61473 4.39637
H 0.70537 -4.55562 5.85038
N 2.31639 -1.39562 4.08533
O 2.21283 -0.36362 3.33164
O 3.38109 -1.94755 4.22209
O 1.25945 -1.85599 4.59144
N 2.27007 2.24487 1.30501
O 2.21121 2.98523 2.31272
O 1.16768 1.67588 0.93471
O 3.30873 2.11413 0.61077
N 6.33615 1.85839 -1.23460
O 6.27517 3.07407 -0.96242
O 6.91266 1.09725 -0.44893
O 5.78698 1.36522 -2.21912
N 2.71787 -5.60079 2.03939
O 2.14309 -6.63381 2.34037
O 3.62247 -5.50775 1.19144
O 2.37500 -4.51604 2.51287
C -4.19867 -2.47418 2.42563
O -2.84591 -2.89776 2.52561
O -4.32797 -1.17322 2.78963
C -4.38100 -2.65302 0.87091
F -5.47552 -2.08211 0.41435
F -3.32682 -1.99227 0.30605
F -4.43657 -3.92461 0.46218
C -2.39553 -2.90374 3.91938
C -1.48538 -1.69862 4.19981
H -0.74826 -1.85810 4.93936
H -0.93682 -1.48569 3.25748
H -2.10199 -0.82127 4.31592
H -2.07626 -3.96146 4.12105
H -3.28191 -2.71510 4.59666
H -4.90793 -2.92782 3.04712
C -0.71008 -1.66757 -5.24584
O -1.40953 -0.48394 -5.19857
O 0.52494 -1.41791 -4.60882
C -1.68888 -2.69524 -4.60716
F -0.99892 -3.78803 -4.22930
F -2.35896 -2.31343 -3.51985
F -2.51741 -3.09884 -5.55060
C -0.88525 0.61665 -5.86510
C -1.99576 1.63017 -5.83384
H -2.43672 1.71984 -4.81403
H -1.74663 2.68184 -6.03574
H -2.74375 1.19608 -6.52469
H -0.69849 0.37204 -6.89337
H 0.00752 0.91207 -5.35478
H -0.49593 -2.00533 -6.31860
C -5.97463 1.67262 -2.05671
O -6.82367 0.62424 -1.41902
O -5.85104 2.80237 -1.23296
C -4.63897 0.95889 -2.33177
F -4.72140 0.17709 -3.44224
F -3.59959 1.83136 -2.37999
F -4.41533 0.12869 -1.36795
C -8.18975 0.95966 -1.62265
C -9.01294 -0.30243 -1.59686
H -10.07554 -0.02276 -1.68061
H -8.60498 -1.00424 -2.30219
H -8.80589 -0.72728 -0.61888
H -8.33436 1.55079 -2.50859
H -8.53267 1.60096 -0.76235
H -6.28375 1.82820 -3.12800
*
```

- E (a.u.) = -6535.0961